1.
159
Properties=species:S:1:pos:R:3:forces:R:3:lowdin_charge:R:1 method="wB97M-V/def2-TZVPD" total_energy_ha=-7851.7168 charge=0 e_homo_ev=-7.36
Pb 0.615182 2.574148 -0.355085 0.1 -2.4 -0.7 1.619
O 1.315892 0.220618 0.626895 -0.9 0.1 -1.0 -0.393
C 0.101242 -0.483862 0.568205 -0.9 2.1 0.0 -0.384
C -0.905758 -0.291362 -0.663825 2.0 -0.3 -1.5 -0.386
O -1.033898 0.909388 -1.387705 0.7 0.7 1.9 -0.392
H -0.539348 -0.138192 1.379535 -0.2 -0.1 1.0 0.063
H 0.172232 -1.567912 0.657165 0.3 -0.5 0.1 0.071
H -1.853148 -0.766552 -0.409365 -0.6 0.1 0.6 0.068
H -0.477568 -1.015582 -1.356835 0.1 -0.6 -0.8 0.059
O -4.275068 -1.979572 -4.689595 0.9 0.6 -1.1 -0.297
S -3.512098 -0.893742 -5.280855 -1.3 1.2 -0.2 0.693
O -3.533678 -0.558402 -6.709505 -0.2 -0.7 2.7 -0.285
O -4.071898 0.454368 -4.464665 1.7 0.0 -2.5 -0.266
C -4.590728 0.330128 -3.185565 -2.9 0.1 0.9 -0.285
C -5.450638 1.591458 -2.823135 0.6 0.8 -0.3 -0.047
C -1.832818 -0.914272 -4.734985 0.0 0.2 -0.3 -0.109
H -3.889148 0.013788 -2.413675 0.5 0.5 -0.1 0.102
H -5.350918 -0.446762 -3.267125 0.1 -0.4 0.4 0.104
H -5.065498 2.568438 -3.115145 1.0 -0.2 0.1 0.038
H -5.614258 1.719598 -1.753135 -0.1 -0.5 0.0 0.066
H -6.396478 1.701468 -3.353585 -0.3 -1.1 0.1 0.078
H -1.310828 -0.147042 -5.306815 -0.1 -0.1 0.0 0.049
H -1.405638 -1.890482 -4.964385 -0.1 0.1 0.3 0.059
H -1.798718 -0.624682 -3.684705 0.0 -0.3 0.2 0.069
O 0.473162 -7.089562 0.122855 1.0 -0.1 2.5 -0.317
S 0.841472 -7.183162 1.548955 -1.9 1.1 -0.5 0.711
O 1.818542 -8.113992 2.046235 -0.3 1.1 -0.6 -0.283
O 1.285942 -5.629112 2.100145 0.3 -3.0 -0.6 -0.250
C 0.346942 -4.605222 1.927205 -1.6 1.2 0.3 -0.323
C -0.166538 -4.136662 3.292665 0.7 -0.1 0.4 -0.051
C -0.739038 -7.520742 2.523305 1.9 0.6 -0.7 -0.072
H -0.533108 -4.891962 1.351545 0.1 -0.4 -0.3 0.080
H 0.780292 -3.784382 1.355785 0.4 0.0 0.1 0.095
H -0.682308 -4.938162 3.821515 -0.3 0.0 -0.2 0.070
H -0.785008 -3.239822 3.257055 -0.1 -0.1 -0.3 0.068
H 0.662732 -3.912942 3.963765 0.3 0.2 -0.1 0.065
H -0.375538 -7.558752 3.550195 -0.2 -0.2 0.0 0.064
H -1.043658 -8.492772 2.135395 -0.2 0.2 0.1 0.070
H -1.446358 -6.704352 2.377285 0.0 -0.3 -0.2 0.053
O -3.925548 3.599378 -0.873335 1.7 0.3 1.5 -0.281
S -2.972788 3.410778 0.215325 -1.3 -0.4 1.1 0.744
O -1.517068 3.631978 0.074215 -3.4 0.1 0.5 -0.465
O -3.532008 4.364658 1.493315 0.3 -0.8 -3.0 -0.250
C -2.704718 4.536468 2.613915 0.9 -0.1 1.3 -0.328
C -3.192158 5.744498 3.347415 -0.8 0.4 -0.2 -0.060
C -3.441628 1.796878 0.971765 0.6 0.9 -0.1 -0.083
H -1.658208 4.666008 2.337965 0.0 -0.3 -0.2 0.112
H -2.827958 3.702388 3.304735 0.3 -0.4 -0.3 0.113
H -2.939868 6.643878 2.785665 0.0 0.2 0.3 0.085
H -2.872938 5.779728 4.389035 0.3 0.1 -0.2 0.084
H -4.277678 5.647508 3.365965 -0.1 0.3 0.1 0.085
H -2.832328 1.640948 1.862015 0.3 -0.1 -0.3 0.034
H -3.347708 1.013378 0.219825 0.2 0.1 0.1 0.056
H -4.461738 1.917898 1.336215 -0.1 0.2 -0.4 0.081
O 4.201662 3.607598 2.704245 0.0 -0.4 -2.1 -0.308
S 4.259062 3.324648 1.262195 -0.9 -1.3 0.4 0.671
O 3.068882 3.495628 0.431975 2.0 0.4 1.2 -0.392
O 5.447322 4.168788 0.598815 -1.6 -1.1 -0.5 -0.243
C 6.454112 4.645098 1.436735 0.5 2.9 1.1 -0.246
C 6.035732 6.091658 1.990525 -0.1 -0.7 1.0 -0.052
C 4.846752 1.608678 0.973055 0.1 1.0 -0.4 -0.067
H 7.376802 4.658618 0.856595 -0.2 0.4 -0.3 0.122
H 6.705052 3.979448 2.262595 -0.6 0.0 0.2 0.112
H 6.734392 6.398388 2.768915 0.4 0.1 -0.3 0.068
H 5.092632 6.123378 2.536105 -0.2 -1.3 0.3 0.054
H 5.757152 6.954418 1.385425 1.1 -0.4 -1.2 0.072
H 5.704222 1.388598 1.608985 -0.4 -0.1 0.3 0.072
H 5.199202 1.556288 -0.057055 0.0 0.3 -0.1 0.068
H 4.005052 0.917328 1.014055 -0.1 0.2 0.5 0.049
O 0.776562 -2.738022 -3.907975 -1.0 -1.7 0.6 -0.303
S 0.107202 -3.869912 -3.270635 1.3 -1.1 -0.1 0.677
O -1.336098 -3.979842 -3.280985 1.1 0.3 0.0 -0.286
O 0.745062 -5.237182 -3.947555 -0.5 3.1 -0.1 -0.276
C 0.269062 -6.557192 -3.771195 -0.6 -0.7 -0.5 -0.296
C 1.534242 -7.353562 -3.816665 -0.1 0.2 0.7 -0.065
C 0.769352 -4.141612 -1.591835 -1.2 0.5 -0.7 -0.079
H -0.294808 -6.914262 -4.632975 -0.5 0.7 -0.1 0.121
H -0.378238 -6.675932 -2.902295 0.3 0.1 0.3 0.120
H 1.264112 -8.388802 -3.608335 0.6 -0.1 0.0 0.090
H 2.188352 -6.886082 -3.080655 0.3 -0.7 0.1 0.084
H 1.969422 -7.192412 -4.802945 0.1 -0.4 0.1 0.087
H 0.325462 -3.383642 -0.946435 0.0 0.1 -0.1 0.046
H 1.856792 -4.075512 -1.557135 -0.2 -0.2 -0.3 0.089
H 0.325452 -5.103622 -1.335695 0.4 -0.1 0.3 0.040
O -1.263788 1.505988 3.484625 2.3 1.6 0.2 -0.302
S 0.074072 2.114568 3.441935 0.0 0.2 0.1 0.707
O 0.615592 2.598288 2.172045 -0.9 -0.3 2.2 -0.432
O 0.087612 3.436998 4.483315 -0.6 -2.0 -0.7 -0.250
C 1.290022 4.160058 4.795125 1.1 0.4 0.7 -0.287
C 0.979822 5.591248 5.187645 -0.7 -0.4 -0.2 -0.062
C 1.285612 0.952028 4.176255 -0.4 1.4 -0.3 -0.069
H 2.060632 4.091328 4.027315 -0.5 0.1 -0.6 0.097
H 1.824802 3.829968 5.685715 -0.4 -1.2 0.2 0.116
H 0.301512 6.010748 4.444665 0.6 0.7 -0.2 0.079
H 1.942832 6.062788 5.383505 -0.1 0.5 -0.7 0.088
H 0.456912 5.681478 6.139755 -0.2 -0.5 0.1 0.078
H 2.207022 1.529588 4.250595 0.1 0.0 0.0 0.065
H 1.433072 0.142948 3.460895 -0.3 0.0 0.0 0.053
H 0.937102 0.687288 5.174525 -0.1 -0.2 -0.3 0.079
O 6.161852 -1.577792 2.122465 -2.2 -1.2 -0.2 -0.302
S 4.966462 -2.365442 1.783025 0.7 -0.5 -1.4 0.675
O 4.776862 -2.729762 0.365505 0.0 0.6 3.1 -0.293
O 4.869792 -3.726072 2.685495 1.0 1.7 -2.9 -0.279
C 5.471452 -3.679412 3.941595 -0.6 -1.9 2.1 -0.293
C 4.390572 -4.388592 4.799735 1.0 0.4 1.0 -0.051
C 3.478292 -1.709802 2.503765 -0.8 1.0 -0.6 -0.124
H 5.812312 -2.752512 4.402845 -0.5 0.6 -0.8 0.116
H 6.362982 -4.306182 3.920955 0.1 0.0 -0.1 0.121
H 3.359862 -4.203202 4.497445 0.2 0.0 -0.4 0.064
H 4.459492 -3.992262 5.812785 0.1 -0.4 0.3 0.070
H 4.620782 -5.454012 4.798845 -0.4 0.0 0.1 0.080
H 2.635582 -2.394092 2.405405 0.4 -0.5 -0.2 0.068
H 3.142652 -0.842192 1.935695 0.1 0.3 -0.1 0.027
H 3.568732 -1.453532 3.559335 0.6 -0.1 -0.1 0.079
O 4.617122 1.138028 -2.896835 -1.4 0.0 0.3 -0.257
S 3.184072 1.040008 -2.804305 -3.0 -0.6 -0.6 0.721
O 2.369732 1.948278 -1.976155 2.0 -0.9 -1.2 -0.461
O 2.593732 1.213738 -4.346885 1.4 0.6 2.3 -0.230
C 1.191972 1.090868 -4.478705 -2.2 -0.7 -2.4 -0.291
C 0.655792 1.979488 -5.657245 1.1 0.3 1.1 -0.028
C 2.551952 -0.677942 -2.471235 1.4 0.0 -0.9 -0.082
H 0.483592 1.206238 -3.658345 0.9 0.6 0.9 0.098
H 1.019792 0.053218 -4.764575 0.1 -0.2 -0.2 0.098
H -0.196848 1.510818 -6.148615 0.1 0.1 0.0 0.067
H 1.459692 2.212558 -6.355475 -0.1 -0.6 -0.3 0.081
H 0.403892 2.973688 -5.288185 -0.4 -0.1 0.1 0.045
H 1.495102 -0.874362 -2.651775 -0.1 1.0 0.5 0.037
H 2.922042 -1.079602 -1.527935 -0.2 0.5 0.1 0.066
H 2.990642 -1.266692 -3.276845 0.5 0.0 0.0 0.068
O -2.539308 -4.808702 -0.019285 -2.4 1.0 -0.5 -0.325
S -3.897618 -4.328712 -0.362895 0.9 0.2 -1.3 0.689
O -4.945138 -5.258312 -0.701045 0.8 0.6 0.7 -0.284
O -4.444348 -3.412062 0.863605 0.4 -1.2 -0.2 -0.250
C -3.477968 -2.711392 1.627015 0.4 2.4 0.7 -0.294
C -4.111818 -1.424212 2.134625 0.3 0.2 0.6 -0.065
C -3.880468 -3.028232 -1.742555 0.8 -0.8 1.0 -0.071
H -2.640238 -2.325202 1.046365 0.1 -0.8 -0.5 0.096
H -3.068228 -3.153072 2.535385 -0.2 -1.2 -0.5 0.113
H -4.590308 -1.540042 3.107115 -0.8 -0.2 -0.4 0.081
H -4.721828 -0.958502 1.360615 -0.2 0.0 0.3 0.081
H -3.305218 -0.749782 2.422125 0.3 0.2 -0.4 0.064
H -2.833868 -2.883852 -2.010685 -0.1 0.1 0.2 0.025
H -4.309718 -2.116392 -1.327355 -0.1 -0.2 -0.1 0.051
H -4.388088 -3.372872 -2.643475 -0.2 -0.2 0.4 0.061
O -0.883768 5.298838 -4.565995 -0.4 -1.2 2.5 -0.293
S -1.202558 4.490268 -3.376075 -1.2 -0.1 0.9 0.746
O -0.153018 3.791138 -2.595755 -1.7 1.7 -1.9 -0.416
O -2.100658 5.347068 -2.192275 2.4 -1.7 -2.4 -0.323
C -2.952258 6.397138 -2.649895 0.8 0.2 0.7 -0.276
C -3.143928 7.111828 -1.320045 -1.0 0.2 -1.2 -0.053
C -2.546268 3.276248 -3.727055 1.8 0.7 0.5 -0.078
H -3.884618 6.058438 -3.101645 -0.1 -0.4 0.2 0.119
H -2.409818 6.965548 -3.405395 -0.1 0.3 0.1 0.112
H -3.908148 7.855598 -1.545625 0.2 0.6 0.6 0.082
H -2.180788 7.491558 -0.979065 -0.3 0.2 0.1 0.091
H -3.577638 6.406548 -0.611115 0.2 0.1 0.1 0.065
H -2.184638 2.729028 -4.597615 -0.5 -0.1 0.0 0.068
H -3.506048 3.786808 -3.806185 0.4 0.0 -0.4 0.063
H -2.503998 2.695708 -2.805485 -0.1 -0.4 -0.2 0.043

2.
42
Properties=species:S:1:pos:R:3:forces:R:3:lowdin_charge:R:1 method="wB97M-V/def2-TZVPD" total_energy_ha=-2038.1422 charge=-1 e_homo_ev=-2.65
C 0.224485 -3.242503 1.237349 0.2 0.0 0.4 -0.104
C 0.884227 -2.947557 -0.045056 2.3 0.6 0.0 -0.360
C 0.173742 -2.958048 -1.333156 0.2 0.1 -0.4 -0.107
N 2.229766 -2.617704 -0.039055 -3.7 -0.9 0.0 -0.469
O 2.799879 -2.338591 -1.126125 0.6 0.3 -0.8 -0.129
O 2.854297 -2.597884 1.052053 0.6 0.2 0.9 -0.127
H -0.833832 -3.470748 1.105130 -0.1 0.0 -0.1 0.053
H 0.699605 -4.096872 1.722441 0.0 -0.1 0.4 0.063
H 0.311612 -2.386785 1.909685 0.0 0.0 0.4 0.062
H -0.879546 -3.215170 -1.215533 0.0 0.0 0.1 0.055
H 0.237575 -1.975023 -1.802261 0.0 0.1 -0.4 0.059
H 0.630085 -3.680182 -2.012588 0.0 0.0 -0.4 0.062
C -4.901538 -0.742594 -0.614647 -0.1 -0.1 0.0 -0.080
C -4.751194 0.604003 -0.875593 -0.1 0.1 -0.1 -0.076
C -3.761407 1.323105 -0.238096 -0.1 0.7 -0.2 -0.065
C -2.933486 0.699805 0.664165 0.9 0.2 -0.1 -0.279
S -1.707754 1.673282 1.571230 -5.8 -1.3 2.8 0.788
N -0.383152 1.585309 0.451910 -0.2 2.1 1.1 -0.260
F 0.023714 0.307421 0.425188 0.1 -1.8 -0.2 -0.017
S 0.930988 2.389385 1.259760 6.4 2.8 1.4 0.787
C 2.264566 2.128502 0.062524 -0.8 -0.4 0.1 -0.281
C 3.118250 1.058344 0.190331 -0.1 -0.6 0.7 -0.043
C 4.177479 0.918462 -0.683241 0.3 -0.2 0.0 -0.047
C 4.368118 1.841393 -1.691724 0.2 -0.1 0.0 -0.075
C 3.498685 2.904147 -1.824870 -0.1 0.2 -0.1 -0.084
C 2.443319 3.042904 -0.947948 -0.4 0.8 -0.2 -0.077
O 0.769910 3.882724 1.189470 -1.2 -3.8 0.8 -0.317
O 1.465796 1.688462 2.482370 -2.8 1.9 -2.9 -0.290
O -2.363746 3.025122 1.572877 3.1 -2.7 0.2 -0.306
O -1.528039 0.838577 2.812972 0.6 3.0 -3.1 -0.298
C -3.072437 -0.642947 0.920102 0.4 -0.4 0.6 -0.053
C -4.061577 -1.366298 0.285547 -0.1 -0.2 0.0 -0.063
H -5.688105 -1.301194 -1.097245 -0.1 -0.1 -0.1 0.103
H -5.414310 1.098025 -1.567019 -0.1 0.1 -0.1 0.103
H -3.656417 2.384601 -0.397670 0.0 0.1 -0.1 0.112
H 2.968832 0.353830 0.994757 0.0 -0.3 0.0 0.116
H 4.857998 0.089576 -0.572893 -0.1 -0.2 0.0 0.115
H 5.204304 1.741964 -2.365667 0.1 -0.1 -0.1 0.102
H 3.647750 3.631633 -2.606132 0.0 0.1 -0.1 0.099
H 1.774662 3.887031 -1.014118 -0.1 0.1 -0.1 0.107
H -2.434027 -1.103378 1.656934 0.1 -0.1 0.0 0.113
H -4.189064 -2.414128 0.503857 0.1 -0.1 0.0 0.108

3.
51
Properties=species:S:1:pos:R:3:forces:R:3:lowdin_spin:R:1 method="wB97M-V/def2-TZVPD" total_energy_ha=-5277.8723 charge=+2 multiplicity=5 e_homo_ev="-13.26 / -13.26"
Mn 7.104145 9.260322 12.217176 0.0 0.1 0.8 3.831
O 11.558228 9.199202 15.215274 -0.2 -0.4 0.3 -0.001
C 10.580557 9.422551 16.097874 -0.3 0.7 0.2 -0.001
C 10.915955 9.442939 17.465141 1.3 -0.6 -0.9 -0.001
C 9.987074 9.854799 18.350016 -0.9 0.3 0.8 0.000
C 8.685025 10.260891 17.974475 -0.1 -0.8 0.9 0.000
C 8.253802 10.082142 16.700023 0.8 0.2 -0.5 0.000
C 9.237370 9.706179 15.727192 -0.5 -0.5 -0.6 -0.003
C 8.825209 9.494547 14.340703 -0.9 0.4 1.5 -0.004
O 7.545941 9.390683 14.063562 -0.6 -0.1 -0.5 0.006
N 9.693790 9.433696 13.386592 1.3 -0.3 -1.0 -0.009
N 9.068940 9.330375 12.188221 -0.1 0.1 0.6 -0.047
C 9.682165 9.523272 11.097816 -2.3 0.1 -2.4 0.036
C 8.736806 9.647000 9.891036 1.8 -0.5 0.8 0.003
C 9.165434 9.886175 8.596634 0.0 1.1 0.0 0.003
C 8.185065 10.227269 7.644858 0.1 0.0 -0.5 0.008
C 6.849783 10.175908 7.989438 -0.4 -0.1 0.6 0.003
C 6.515610 9.803554 9.294264 0.2 0.3 -0.9 0.010
N 7.435593 9.560067 10.220579 -0.4 0.0 0.3 -0.007
H 11.160416 9.183515 14.328506 0.2 0.1 -0.3 0.000
H 11.925577 9.104799 17.777017 -0.8 0.4 -0.3 0.000
H 10.228841 9.809374 19.397281 0.1 0.2 0.3 0.000
H 7.977535 10.506536 18.757020 0.1 0.2 -0.1 0.000
H 7.211904 10.301895 16.456561 0.5 -0.2 -0.3 0.000
H 10.718131 9.705534 11.032507 1.1 0.1 0.0 0.000
H 10.234735 10.039865 8.397456 -0.6 -0.4 0.0 0.000
H 8.405122 10.561235 6.623255 0.4 -0.3 0.5 0.000
H 6.039554 10.449043 7.306270 0.5 -0.2 0.2 0.000
H 5.482304 9.755950 9.563536 -0.4 -0.1 0.4 0.000
C 8.261839 5.761601 13.531792 1.9 1.3 -0.2 0.001
S 7.413214 5.988468 12.007217 -0.6 1.3 -0.1 0.011
C 6.282775 4.644632 12.106789 0.0 -1.2 -0.8 0.004
O 6.516487 7.269393 12.207582 0.7 -0.6 -0.2 0.088
H 7.607399 5.507663 14.316242 -0.9 -0.4 0.9 0.000
H 8.787536 6.726930 13.791388 -0.5 -1.0 -0.4 0.000
H 9.041349 5.003892 13.373227 -0.3 0.1 0.1 0.000
H 6.868449 3.696863 12.282998 -0.5 0.9 -0.7 0.001
H 5.678906 4.662604 11.175764 0.6 -0.4 0.5 0.000
H 5.603662 4.729043 12.926351 -0.3 0.5 0.8 0.000
Se 3.673820 10.376444 12.968068 -0.4 -0.6 0.0 0.006
N 3.648279 12.036648 13.491396 0.6 0.3 -0.6 0.018
C 4.846574 12.567886 13.209656 -0.6 1.0 1.5 0.000
C 5.320311 13.883500 13.640288 0.9 -1.1 -0.9 0.002
C 6.665601 14.129405 13.467531 -0.8 -0.5 0.6 -0.001
C 7.554415 13.103737 12.919606 -0.2 1.8 -0.4 0.004
N 7.131566 11.953233 12.521305 -0.8 -1.0 -0.3 0.025
C 5.777161 11.679801 12.691671 2.4 -1.3 -0.9 0.009
N 5.378806 10.416221 12.412110 -0.3 1.2 0.6 0.004
H 4.584777 14.539732 14.071135 0.1 0.4 0.1 0.000
H 7.106216 15.040909 13.854216 0.0 0.0 -0.3 0.000
H 8.607858 13.406382 12.698677 -0.9 -0.6 0.5 0.000